Molecular formula: C7H10
Method: DFT, ωB97M-V/def2-TZVPD

The geometry in XYZ format:
```
17
Properties=species:S:1:pos:R:3:forces:R:3
C 1.883404 2.394698 0.348110 -0.48 -0.30 0.13
C 0.943324 1.720808 0.692586 0.23 0.22 -0.29
C -0.174905 0.869784 1.157522 0.00 -0.16 0.17
C -1.086530 0.305432 0.073406 -0.35 -1.00 0.77
C -1.452241 -1.196192 -0.007027 0.37 -0.66 0.03
C -0.517360 -0.579170 -0.986393 -0.02 -0.27 -0.24
C 0.909146 -1.078467 -0.862597 0.12 0.06 -0.08
H 2.711526 2.998096 0.034562 -0.26 -0.19 0.11
H 0.268423 0.029066 1.700765 0.00 0.17 0.17
H -0.760500 1.448602 1.880469 0.05 -0.15 -0.08
H -2.128682 0.543158 0.104630 -0.06 2.15 -0.99
H -2.438387 -1.446735 -0.408774 0.16 0.30 0.55
H -1.098858 -1.845866 0.778513 0.31 -0.36 -0.17
H -0.855006 -0.454754 -2.011006 -0.04 -0.06 0.08
H 0.959664 -2.051800 -1.363208 0.09 0.15 0.04
H 1.644924 -0.411494 -1.315079 -0.07 -0.01 0.03
H 1.192058 -1.245167 0.183518 -0.04 0.09 -0.24
```
Positions in Å, forces in eV/Å.

Properties
ΔE to the lowest compared entry with this formula, charge and spin = 77.9 kcal/mol
E = -7417.655 eV
E_HOMO = -9.39 eV
SMILES string = C#CC[C@@H]1C[C@@H]1C

Atom charges from the natural (NBO) analysis, given in e for atoms 1 to 2:
1 C -0.272
2 C 0.023